{"formula": "C25H42N2OPdSb2Si2", "method": "ωB97M-V/def2-TZVPD", "e_homo_ev": -0.03, "relative_energy_kj_mol": 0.0, "total_charge": -2, "symbols": ["Pd", "C", "Sb", "C", "C", "C", "C", "C", "C", "C", "C", "C", "Sb", "C", "C", "H", "H", "H", "H", "H", "H", "H", "H", "H", "H", "H", "H", "H", "H", "H", "H", "H", "H", "H", "H", "C", "Si", "C", "C", "N", "C", "C", "C", "C", "C", "C", "N", "Si", "C", "C", "C", "H", "H", "H", "H", "H", "H", "H", "H", "H", "H", "H", "H", "H", "H", "H", "H", "H", "H", "H", "H", "H", "H", "O", "C"], "positions_angstrom": [[11.144492, 7.732240, 7.469881], [16.847913, 7.183375, 7.817943], [14.627146, 7.290146, 7.801735], [14.491738, 7.794529, 5.713145], [14.548320, 9.053692, 9.148840], [14.865818, 8.561220, 10.550701], [16.141906, 8.094197, 10.797797], [16.508513, 7.535367, 12.019356], [15.588975, 7.486432, 13.048372], [14.334191, 8.036511, 12.850763], [13.950147, 8.557468, 11.617032], [12.561298, 9.095506, 11.502778], [11.287423, 7.840407, 10.260797], [9.384733, 8.531905, 11.032965], [11.410852, 6.013589, 11.462043], [17.075327, 6.424560, 8.586211], [17.438585, 8.038201, 8.072750], [17.146857, 6.832403, 6.834761], [14.884992, 8.673669, 5.206575], [13.395308, 7.731344, 5.508321], [14.936805, 6.930951, 5.212508], [13.529733, 9.446074, 9.070374], [15.263754, 9.784958, 8.822118], [16.904443, 8.175920, 10.025394], [17.517066, 7.160239, 12.142635], [15.812046, 7.060152, 14.023832], [13.615938, 8.029021, 13.667989], [12.509183, 10.058509, 11.034659], [12.109233, 9.147474, 12.479934], [8.940267, 7.718122, 11.618919], [8.753871, 8.714016, 10.166370], [9.473146, 9.440797, 11.638697], [11.113763, 6.194138, 12.495810], [12.418543, 5.640078, 11.336086], [10.691973, 5.335216, 11.044550], [6.160199, 6.868053, 7.110644], [8.129841, 6.714519, 7.271314], [8.368168, 5.541448, 8.730327], [8.558334, 5.851419, 5.615961], [8.915109, 8.175864, 7.408032], [8.626141, 9.507257, 7.577753], [7.329956, 9.945729, 7.788628], [7.005371, 11.302984, 7.993389], [8.033737, 12.212533, 8.049022], [9.341990, 11.762495, 7.877252], [9.713106, 10.463828, 7.555288], [11.010764, 10.055807, 7.293030], [12.136389, 11.316000, 6.983674], [13.875638, 10.987491, 6.245570], [12.628020, 12.218465, 8.631457], [11.530358, 12.678819, 5.765433], [5.780126, 5.890246, 6.821335], [5.934617, 7.556581, 6.304645], [5.687355, 7.215305, 8.016016], [7.855538, 4.599270, 8.628330], [8.040892, 6.038298, 9.668309], [9.437714, 5.370659, 8.756266], [8.302121, 4.796493, 5.503495], [9.616798, 6.010996, 5.439541], [8.013994, 6.426052, 4.854339], [6.537993, 9.199496, 7.788967], [5.969465, 11.611600, 8.107444], [7.858143, 13.258945, 8.199894], [10.094590, 12.534946, 7.942478], [14.386044, 10.160322, 6.716343], [14.452579, 11.879043, 6.477531], [13.873627, 10.812433, 5.167973], [13.351759, 11.657199, 9.209174], [11.719352, 12.284316, 9.243725], [12.975714, 13.245886, 8.463518], [11.148031, 12.225082, 4.856745], [12.371208, 13.350995, 5.494449], [10.741462, 13.299751, 6.171769], [11.314465, 4.844229, 7.156679], [11.527520, 5.976797, 6.918841]], "forces_ev_per_angstrom": [[0.22, -0.10, -0.41], [-0.37, -0.83, 0.30], [0.21, -0.13, 0.45], [-1.03, -0.20, -0.64], [-0.69, -0.64, 0.33], [-0.20, 0.35, -0.60], [0.87, -0.23, 0.36], [0.19, 0.10, -0.22], [-0.14, 0.03, 0.38], [0.00, -0.27, -0.07], [-0.51, 0.26, 0.05], [0.14, -0.66, -0.01], [-0.38, -0.36, -0.65], [0.11, -0.26, 0.11], [-0.17, 1.01, -0.01], [0.03, 0.08, -0.46], [0.18, 0.85, -0.05], [0.12, -0.20, -0.13], [0.16, 0.17, 0.52], [0.77, 0.17, 0.15], [0.08, -0.21, 0.10], [0.28, 0.03, -0.07], [0.33, 0.41, -0.17], [-0.31, -0.08, 0.17], [0.01, -0.04, 0.07], [0.19, 0.00, -0.18], [0.05, 0.05, -0.13], [0.06, 0.63, -0.30], [-0.20, 0.13, 0.39], [0.08, 0.20, 0.03], [-0.04, 0.15, -0.06], [0.02, -0.18, -0.12], [0.35, 0.02, 0.12], [0.16, -0.23, 0.26], [-0.26, -0.46, -0.40], [1.32, -0.33, -0.23], [-1.57, 0.24, -0.53], [0.14, 0.91, 0.28], [-0.20, 0.56, 0.25], [0.44, 0.05, 0.16], [0.56, -1.18, -0.17], [-0.85, 0.75, 0.16], [-0.08, -0.52, -0.06], [-0.14, -0.44, -0.06], [0.17, 0.84, -0.10], [-0.18, -0.38, 0.29], [0.61, 0.52, -0.28], [0.08, 0.20, 0.34], [-0.68, -0.38, 0.18], [-0.85, 0.14, -0.40], [0.59, 0.20, 0.25], [-0.22, -0.23, 0.08], [-0.11, 0.26, -0.20], [-0.26, 0.03, 0.37], [-0.26, -0.44, -0.11], [0.20, -0.24, -0.43], [0.28, -0.24, 0.32], [0.01, -0.05, 0.15], [0.07, -0.15, -0.18], [0.03, -0.10, 0.01], [0.16, 0.23, 0.00], [0.02, -0.05, 0.03], [-0.13, 0.47, 0.15], [0.11, -0.08, 0.05], [0.10, -0.21, 0.11], [0.06, 0.30, -0.10], [-0.03, 0.06, -0.01], [0.37, -0.06, 0.04], [0.15, 0.01, 0.00], [0.16, -0.13, 0.03], [-0.05, -0.15, -0.24], [-0.26, -0.35, 0.08], [-0.16, 0.11, 0.03], [0.54, 0.84, -0.69], [-0.44, -0.57, 1.30]], "mulliken_charge": [0.2572, -1.5798, 0.7370, -1.4093, -0.4905, 0.9437, -0.4242, -0.9010, -0.5423, -0.8801, 0.8660, -1.6746, 0.8350, -1.0942, -1.4673, 0.3648, 0.4780, 0.4322, 0.4733, 0.2238, 0.4875, -0.7029, 0.6918, 0.3032, 0.3893, 0.3545, 0.2978, 0.4236, 0.6719, 0.4022, 0.0651, 0.4690, 0.3922, 0.3471, 0.4065, -1.4847, -0.0439, -0.6775, -0.9579, 0.4215, 0.0898, -0.0609, -0.6423, -1.3556, 0.0790, 0.0297, 0.2901, 0.0841, -0.8598, -1.2370, -1.2491, 0.3392, 0.3639, 0.3467, 0.5131, 0.1523, -0.0612, 0.3238, 0.2545, 0.2715, 0.1137, 0.3394, 0.3822, 0.2634, -0.2228, 0.3842, 0.3812, 0.3995, 0.2971, 0.4265, 0.2990, 0.3016, 0.4371, -0.3818, -0.4956]}